The following is a DFT calculation (wB97M-V/def2-TZVPD) of C45H58N5PtS2 as an isolated structure.

The spin multiplicity is 3. As for the expectation value of S²: 2.03. The calculation puts the gap between HOMO and LUMO (spin up / spin down) at 5.5755 / 6.3822 eV. The energy above the lowest of the compared OMol25 structures with the same formula, charge and spin is 10.6 kJ/mol. The total energy comes out at -2939.01087 a.u. As for the total charge: -1.

Structure (XYZ):
```
111
C45H58N5PtS2 (wB97M-V/def2-TZVPD)
Pt -1.807 -1.092 -0.176
C 1.646 3.215 3.331
C 2.602 3.853 2.323
C 4.009 3.889 2.935
C 2.128 5.291 2.059
C 2.654 3.076 1.013
C 3.361 3.622 -0.101
C 3.402 2.955 -1.285
C 2.761 1.702 -1.523
S 2.810 1.064 -3.091
C 1.126 -1.094 -1.069
N 1.558 -0.105 -0.244
C 2.111 1.085 -0.373
C 2.080 1.856 0.854
C -0.711 -1.841 -2.683
C -0.548 -2.489 -3.900
C -1.389 -3.537 -4.255
C -2.393 -3.930 -3.383
C -2.565 -3.276 -2.167
C -1.734 -2.219 -1.803
H 1.583 3.844 4.223
H 1.990 2.226 3.643
H 0.642 3.108 2.915
H 4.006 4.451 3.875
H 4.721 4.364 2.258
H 4.364 2.877 3.138
H 1.994 5.823 3.005
H 1.175 5.293 1.526
H 2.847 5.851 1.461
H 3.879 4.568 -0.006
H 3.936 3.377 -2.128
H 1.560 1.362 1.665
H 0.256 -2.186 -4.564
H -1.249 -4.052 -5.199
H -3.047 -4.755 -3.646
H -3.359 -3.590 -1.499
C -3.573 1.425 -5.049
C -2.267 1.633 -4.276
C -1.201 2.274 -5.165
C -2.521 2.442 -3.014
C -3.063 3.718 -3.147
C -3.404 4.470 -2.040
C -3.250 3.924 -0.777
C -2.724 2.649 -0.583
C -2.780 2.121 0.841
C -4.072 1.324 1.042
C -1.567 1.360 1.383
C -2.302 1.939 -1.719
N -1.652 0.683 -1.598
C -0.482 0.584 -2.102
C 0.233 -0.731 -2.280
N 1.281 -2.346 -0.826
C 2.213 -2.860 0.089
C 1.776 -3.633 1.191
C 2.720 -4.385 1.888
C 4.068 -4.366 1.573
C 4.491 -3.543 0.549
C 3.593 -2.783 -0.194
C 4.150 -1.935 -1.317
C 5.148 -0.901 -0.794
C 4.776 -2.795 -2.417
C 0.375 -3.617 1.795
C -0.831 -4.046 0.937
C 0.126 -2.258 2.461
H -3.408 0.749 -5.891
H -3.957 2.369 -5.446
H -4.341 0.990 -4.408
H -1.912 0.641 -3.998
H -1.517 3.261 -5.512
H -1.017 1.654 -6.046
H -0.254 2.394 -4.635
H -3.221 4.121 -4.140
H -3.804 5.470 -2.157
H -3.552 4.495 0.094
H -2.858 3.021 1.458
H -4.016 0.376 0.498
H -4.935 1.886 0.680
H -4.220 1.084 2.096
H -1.648 0.256 1.281
H -1.485 1.495 2.465
H -0.625 1.655 0.925
H 0.021 1.469 -2.503
H 0.952 -0.551 -3.083
H 2.379 -4.988 2.723
H 4.774 -4.971 2.131
H 5.546 -3.491 0.302
H 3.340 -1.379 -1.785
H 6.038 -1.380 -0.374
H 4.697 -0.285 -0.014
H 5.464 -0.242 -1.605
H 5.662 -3.324 -2.055
H 5.075 -2.168 -3.261
H 4.064 -3.540 -2.778
H 0.449 -4.351 2.603
H -1.460 -3.174 0.658
H -1.502 -4.666 1.540
H -0.547 -4.589 0.037
H 0.077 -1.475 1.698
H 0.941 -2.002 3.144
H -0.822 -2.264 3.008
C -3.553 -1.637 6.586
N -3.275 -1.713 5.170
C -4.098 -2.258 4.247
N -5.155 -2.963 4.748
S -3.841 -2.064 2.620
H -2.822 -0.978 7.048
H -3.463 -2.613 7.074
H -4.551 -1.237 6.779
H -2.550 -1.138 4.777
H -5.079 -3.380 5.662
H -5.654 -3.496 4.058
```

The following is a DFT calculation (wB97M-V/def2-TZVPD) of C25H41N2PPt as an isolated structure in a non-equilibrium geometry.

The spin multiplicity is 5. As for the expectation value of S²: 6.06. The calculation puts the gap between HOMO and LUMO (spin up / spin down) at 6.7019 / 4.9338 eV. The total energy comes out at -1546.59852 a.u. As for the total charge: +2.

Structure (XYZ):
```
70
C25H41N2PPt (wB97M-V/def2-TZVPD)
C -2.596 0.468 -4.973
C -2.261 -0.768 -4.428
C -1.331 -0.866 -3.362
C -0.829 0.346 -2.792
C -1.098 1.559 -3.426
C -2.014 1.637 -4.481
C -1.140 -2.271 -2.854
C 0.193 -2.845 -2.266
N 1.462 -2.279 -2.571
Pt 0.015 0.812 -0.805
C -0.463 2.825 -2.890
P 1.056 2.370 -1.952
H -2.727 -1.686 -4.793
H -2.268 2.626 -4.858
H -3.335 0.537 -5.760
H -1.114 3.340 -2.169
H -0.128 3.499 -3.680
H -1.930 -2.451 -2.106
H -1.394 -2.936 -3.697
H 0.068 -2.937 -1.175
C 1.473 3.551 -0.670
C 2.356 2.246 -3.168
H 0.318 -3.882 -2.659
C 1.775 -1.674 -3.814
C 2.505 -2.420 -1.601
H 1.293 0.650 0.400
H 2.185 -2.517 -4.418
H 0.913 -1.228 -4.329
H 2.536 -0.879 -3.713
H 3.023 -3.363 -1.875
H 3.214 -1.577 -1.608
H 2.119 -2.494 -0.567
H 2.488 3.270 -3.547
H 3.279 1.914 -2.678
H 2.080 1.588 -4.004
H 1.410 4.527 -1.149
H 0.771 3.452 0.173
H 2.505 3.315 -0.374
H 1.413 -0.007 0.051
C 1.382 0.518 6.216
C 0.674 0.873 4.930
C 0.477 2.209 4.589
C -0.196 2.574 3.417
C -0.406 4.028 3.103
C -0.676 1.573 2.569
C -0.479 0.177 2.847
C 0.201 -0.123 4.085
N -0.903 -0.721 1.952
C -1.304 -2.116 2.288
C -0.074 -3.021 2.366
C -2.105 -2.237 3.579
C -2.207 -2.589 1.147
H 2.296 1.113 6.341
H 0.757 0.713 7.098
H 1.658 -0.541 6.235
H 0.861 2.978 5.268
H -1.139 4.492 3.779
H 0.526 4.599 3.215
H -0.766 4.137 2.077
H -1.215 1.818 1.647
H 0.371 -1.158 4.382
H 0.714 -2.584 2.988
H -0.348 -3.990 2.800
H 0.345 -3.196 1.368
H -2.993 -1.595 3.523
H -2.439 -3.273 3.722
H -1.516 -1.973 4.460
H -3.109 -1.968 1.080
H -1.701 -2.541 0.177
H -2.509 -3.624 1.340
```

The following is a DFT calculation (wB97M-V/def2-TZVPD) of a 5-piece molecular cluster, C9H26IN7O8PS overall.

The calculation puts the gap between HOMO and LUMO at 7.5696 eV. The total energy comes out at -2380.32080 a.u. As for the total charge: +1.

Structure (XYZ):
```
53
C9H26IN7O8PS (wB97M-V/def2-TZVPD)
C 0.478 1.669 -2.772
C 1.609 0.924 -2.017
P 0.929 -0.196 -0.744
C 0.805 -1.784 -1.641
C -0.468 -1.720 -2.510
N 2.431 -0.435 0.197
C 2.495 -0.988 1.391
N 1.372 -1.428 1.998
S 1.520 -2.759 3.143
N 3.684 -1.093 2.041
I 4.788 0.645 2.268
H -0.467 1.642 -2.222
H 0.311 1.236 -3.758
H 0.739 2.720 -2.899
H 2.257 1.651 -1.515
H 2.225 0.352 -2.717
H 0.722 -2.617 -0.935
H 1.680 -1.956 -2.277
H -0.378 -0.991 -3.315
H -0.656 -2.701 -2.950
H -1.348 -1.473 -1.908
H 3.311 -0.095 -0.177
H 0.599 -1.586 1.361
H 0.201 -2.824 3.350
H 3.574 -1.469 2.977
C -2.801 -3.078 -6.939
N -2.353 -2.977 -5.523
O -2.155 -1.869 -5.060
O -2.209 -4.011 -4.911
H -2.881 -2.076 -7.343
H -2.061 -3.670 -7.468
H -3.758 -3.591 -6.935
C 1.211 2.085 3.578
N 0.930 2.829 4.838
O 1.067 2.222 5.881
O 0.590 3.981 4.729
H 1.504 1.076 3.847
H 0.302 2.092 2.982
H 2.006 2.613 3.060
C -3.792 1.314 -4.535
N -3.236 2.195 -5.598
O -3.546 1.968 -6.745
O -2.491 3.080 -5.230
H -4.422 0.566 -5.000
H -2.942 0.859 -4.036
H -4.354 1.938 -3.847
C 0.324 1.529 8.924
N 0.566 0.562 10.030
O 1.529 -0.171 9.937
O -0.224 0.569 10.948
H 1.106 1.405 8.187
H -0.655 1.309 8.511
H 0.335 2.526 9.352
```

The following is a DFT calculation (wB97M-V/def2-TZVPD) of C2H6FOSTl as an isolated structure in a non-equilibrium geometry.

The calculation puts the gap between HOMO and LUMO at 4.0686 eV. The energy above the lowest of the compared OMol25 structures with the same formula, charge and spin is 0.0 kJ/mol. The total energy comes out at -824.62666 a.u. As for the total charge: +2.

Structure (XYZ):
```
12
C2H6FOSTl (wB97M-V/def2-TZVPD)
Tl 2.343 -2.017 -2.465
F 0.497 -0.221 -3.397
C -0.049 0.034 1.921
S 0.667 -0.123 0.286
O 0.431 -1.525 -0.158
C -0.616 0.786 -0.682
H -1.058 -0.379 2.013
H -0.124 1.093 2.183
H 0.625 -0.465 2.620
H -0.778 1.714 -0.124
H -1.527 0.224 -0.448
H -0.412 0.878 -1.749
```

What did the third record say?
The following is a DFT calculation (wB97M-V/def2-TZVPD) of a 5-piece molecular cluster, C9H26IN7O8PS overall.

The calculation puts the gap between HOMO and LUMO at 7.5696 eV. The total energy comes out at -2380.32080 a.u. As for the total charge: +1.

Structure (XYZ):
```
53
C9H26IN7O8PS (wB97M-V/def2-TZVPD)
C 0.478 1.669 -2.772
C 1.609 0.924 -2.017
P 0.929 -0.196 -0.744
C 0.805 -1.784 -1.641
C -0.468 -1.720 -2.510
N 2.431 -0.435 0.197
C 2.495 -0.988 1.391
N 1.372 -1.428 1.998
S 1.520 -2.759 3.143
N 3.684 -1.093 2.041
I 4.788 0.645 2.268
H -0.467 1.642 -2.222
H 0.311 1.236 -3.758
H 0.739 2.720 -2.899
H 2.257 1.651 -1.515
H 2.225 0.352 -2.717
H 0.722 -2.617 -0.935
H 1.680 -1.956 -2.277
H -0.378 -0.991 -3.315
H -0.656 -2.701 -2.950
H -1.348 -1.473 -1.908
H 3.311 -0.095 -0.177
H 0.599 -1.586 1.361
H 0.201 -2.824 3.350
H 3.574 -1.469 2.977
C -2.801 -3.078 -6.939
N -2.353 -2.977 -5.523
O -2.155 -1.869 -5.060
O -2.209 -4.011 -4.911
H -2.881 -2.076 -7.343
H -2.061 -3.670 -7.468
H -3.758 -3.591 -6.935
C 1.211 2.085 3.578
N 0.930 2.829 4.838
O 1.067 2.222 5.881
O 0.590 3.981 4.729
H 1.504 1.076 3.847
H 0.302 2.092 2.982
H 2.006 2.613 3.060
C -3.792 1.314 -4.535
N -3.236 2.195 -5.598
O -3.546 1.968 -6.745
O -2.491 3.080 -5.230
H -4.422 0.566 -5.000
H -2.942 0.859 -4.036
H -4.354 1.938 -3.847
C 0.324 1.529 8.924
N 0.566 0.562 10.030
O 1.529 -0.171 9.937
O -0.224 0.569 10.948
H 1.106 1.405 8.187
H -0.655 1.309 8.511
H 0.335 2.526 9.352
```